No. 1
One molecule with the formula C5H8N2 in a non-equilibrium geometry, computed with ωB97M-V/def2-TZVPD.

```
! RIJCOSX wB97M-V def2-TZVPD def2/J DEFGRID3
* xyz 0 1
C 0.119 1.668 -1.302
C 0.055 0.239 -0.830
C 1.250 -0.533 -0.395
N 0.279 -0.057 0.569
C -0.419 -1.127 1.228
C -1.535 -0.600 2.021
N -2.401 -0.143 2.634
H 1.033 2.150 -0.941
H -0.747 2.232 -0.943
H 0.129 1.701 -2.398
H -0.734 -0.364 -1.288
H 1.261 -1.589 -0.685
H 2.181 -0.074 -0.104
H -0.776 -1.902 0.531
H 0.305 -1.601 1.903
*
```

Summary:
HOMO level: -0.36427 Ha
Energy relative to the best compared isomer or geometry (same formula, charge and spin): 181.2 kJ/mol
Kohn-Sham gap: 10.81 eV
Structure (SMILES): C[C@H]1CN1CC#N

No. 2
One molecule with the formula C5H8N2 in a non-equilibrium geometry, computed with ωB97M-V/def2-TZVPD.

```
! RIJCOSX wB97M-V def2-TZVPD def2/J DEFGRID3
* xyz 0 1
C -0.418 0.684 1.540
N 0.557 1.245 0.986
N 0.515 1.072 -0.374
C 1.520 0.590 -1.259
C 0.786 -0.361 -0.451
C -0.580 -1.020 -0.401
C -1.383 -0.162 0.586
H -0.664 0.769 2.663
H 1.238 0.741 -2.311
H 2.585 0.601 -0.950
H 1.492 -0.733 0.310
H -0.557 -2.104 -0.114
H -0.996 -1.059 -1.413
H -2.044 0.496 -0.019
H -2.051 -0.759 1.206
*
```

Summary:
HOMO level: -0.31970 Ha
Energy relative to the best compared isomer or geometry (same formula, charge and spin): 405.0 kJ/mol
Kohn-Sham gap: 9.91 eV
Structure (SMILES): C1=NN2C[C@@H]2CC1

No. 3
One molecule with the formula C5H8N2, computed with ωB97M-V/def2-TZVPD.

```
! RIJCOSX wB97M-V def2-TZVPD def2/J DEFGRID3
* xyz 0 1
C -1.815 -0.996 0.729
C -0.651 -0.467 -0.086
C -0.443 0.929 -0.523
N 0.248 0.483 0.586
C 1.696 0.317 0.578
C 2.221 0.382 -0.870
N 1.470 0.724 -1.754
H -2.218 -0.206 1.373
H -1.506 -1.836 1.366
H -2.620 -1.351 0.073
H -0.170 -1.221 -0.723
H 0.756 0.950 -2.422
H -1.130 1.781 -0.504
H 2.183 1.138 1.120
H 1.979 -0.626 1.056
*
```

Summary:
HOMO level (spin up / spin down): -0.27267 / -0.27276 Ha
Energy relative to the best compared isomer or geometry (same formula, charge and spin): 532.1 kJ/mol
Kohn-Sham gap (spin up / spin down): 8.12 / 8.12 eV

No. 4
One molecule with the formula C5H8N2, computed with ωB97M-V/def2-TZVPD.

```
! RIJCOSX wB97M-V def2-TZVPD def2/J DEFGRID3
* xyz 0 1
C 2.399 0.314 1.533
N 1.122 -0.172 0.954
C 0.814 0.510 -0.350
C -0.210 0.046 -1.002
C -2.660 -0.094 -1.020
C -1.285 -0.638 -1.281
N 0.457 -1.056 1.440
H 3.198 0.178 0.798
H 2.576 -0.288 2.421
H 2.308 1.375 1.783
H 1.491 1.302 -0.654
H -3.211 -0.012 -1.963
H -2.590 0.901 -0.571
H -3.227 -0.745 -0.348
H -1.182 -1.621 -1.740
*
```

Summary:
HOMO level: -0.28556 Ha
Energy relative to the best compared isomer or geometry (same formula, charge and spin): 424.7 kJ/mol
Kohn-Sham gap: 8.69 eV

No. 5
C5H8N2 as an isolated structure, computed with ωB97M-V/def2-TZVPD.

```
! RIJCOSX wB97M-V def2-TZVPD def2/J DEFGRID3
* xyz 0 1
C -0.006 -0.525 -1.554
C -0.605 -0.592 -0.253
C 0.281 -0.776 0.979
N 0.059 0.460 1.708
C -0.306 1.447 0.723
C 0.468 1.678 -0.395
N 1.007 1.508 -1.437
H 1.024 -0.828 -1.685
H -0.545 -1.655 -0.969
H -0.621 -0.396 -2.438
H -1.677 -0.469 -0.136
H 1.318 -0.902 0.625
H 0.022 -1.661 1.576
H 0.825 0.713 2.328
H -1.081 2.157 0.995
*
```

Summary:
HOMO level: -0.27405 Ha
Energy relative to the best compared isomer or geometry (same formula, charge and spin): 503.4 kJ/mol
Kohn-Sham gap: 8.28 eV

No. 6
One molecule with the formula C5H8N2, computed with ωB97M-V/def2-TZVPD.

```
! RIJCOSX wB97M-V def2-TZVPD def2/J DEFGRID3
* xyz 0 1
C -0.344 -0.217 -2.383
C -0.162 -0.156 -0.898
C 0.645 0.655 -0.141
C 0.415 0.353 1.229
N 1.108 1.009 2.284
C -0.528 -0.649 1.272
N -0.866 -0.952 -0.028
H -0.967 0.609 -2.751
H 0.627 -0.145 -2.884
H -0.811 -1.156 -2.703
H 1.352 1.387 -0.510
H 1.469 0.377 2.983
H 0.549 1.724 2.734
H -0.947 -1.194 2.108
H -1.540 -1.644 -0.314
*
```

Summary:
HOMO level: -0.28804 Ha
Energy relative to the best compared isomer or geometry (same formula, charge and spin): 22.8 kJ/mol
Kohn-Sham gap: 8.89 eV
Structure (SMILES): Cc1cc(N)c[nH]1

No. 7
One molecule with the formula C5H8N2, computed with ωB97M-V/def2-TZVPD.

```
! RIJCOSX wB97M-V def2-TZVPD def2/J DEFGRID3
* xyz 0 1
C -1.927 -0.051 1.296
N -0.815 0.042 0.379
C -0.901 0.402 -0.931
C 0.363 0.396 -1.474
C 1.261 0.014 -0.439
N 2.665 -0.076 -0.558
C 0.508 -0.193 0.693
H -2.740 -0.630 0.848
H -1.603 -0.564 2.204
H -2.307 0.938 1.573
H -1.859 0.630 -1.381
H 0.623 0.637 -2.497
H 2.939 -0.313 -1.503
H 3.054 -0.768 0.071
H 0.799 -0.480 1.695
*
```

Summary:
HOMO level: -0.27243 Ha
Energy relative to the best compared isomer or geometry (same formula, charge and spin): 45.4 kJ/mol
Kohn-Sham gap: 8.46 eV
Structure (SMILES): Cn1ccc(N)c1

No. 8
One molecule with the formula C5H8N2 in a non-equilibrium geometry, computed with ωB97M-V/def2-TZVPD.

```
! RIJCOSX wB97M-V def2-TZVPD def2/J DEFGRID3
* xyz 0 1
C 0.689 0.362 2.398
C 1.253 -0.321 1.145
C 0.341 -0.228 -0.046
C -0.958 -0.704 -0.046
N -1.526 -0.022 -1.111
C -0.516 0.561 -1.828
N 0.641 0.394 -1.225
H 1.445 0.186 3.169
H 0.341 1.355 2.114
H -0.165 -0.177 2.806
H 1.509 -1.363 1.382
H 2.223 0.059 0.812
H -1.519 -1.179 0.738
H -2.436 -0.163 -1.513
H -0.787 0.933 -2.804
*
```

Summary:
HOMO level: -0.31133 Ha
Energy relative to the best compared isomer or geometry (same formula, charge and spin): 48.5 kJ/mol
Kohn-Sham gap: 9.41 eV
Structure (SMILES): CCc1c[nH]cn1

No. 9
One molecule with the formula C5H8N2, computed with ωB97M-V/def2-TZVPD.

```
! RIJCOSX wB97M-V def2-TZVPD def2/J DEFGRID3
* xyz 0 1
C -0.893 1.368 0.978
N -0.428 0.390 0.010
C -1.052 0.046 -1.164
C -0.286 -0.895 -1.803
C 0.846 -1.154 -0.979
C 0.729 -0.335 0.117
N 1.451 -0.231 1.332
H -0.106 1.508 1.723
H -1.084 2.318 0.474
H -1.808 1.040 1.486
H -1.970 0.536 -1.455
H -0.502 -1.349 -2.760
H 1.633 -1.880 -1.149
H 1.045 -0.880 1.982
H 2.425 -0.481 1.207
*
```

Summary:
HOMO level: -0.28567 Ha
Energy relative to the best compared isomer or geometry (same formula, charge and spin): 37.9 kJ/mol
Kohn-Sham gap: 8.78 eV
Structure (SMILES): Cn1cccc1N

The lowest energy relative to the best compared isomer or geometry (same formula, charge and spin) belongs to which entry? number 6

Which value of energy relative to the best compared isomer or geometry (same formula, charge and spin) does entry 3 give? 532.1 kJ/mol